Molecular formula: C14H25CoN3O3
Method: DFT, ωB97M-V/def2-TZVPD

Positions of all 46 atoms, in Å:
C -1.57 2.63 -3.15
C -0.41 3.05 -3.71
H -2.10 3.24 -2.40
H -2.10 1.76 -3.55
C 0.95 2.64 -3.40
C 1.39 1.90 -2.30
H 1.11 2.09 -1.24
H 2.37 1.34 -2.40
C -0.77 3.92 -4.89
H -1.85 4.08 -4.84
H -0.55 3.41 -5.83
H -0.28 4.90 -4.90
C 1.92 3.11 -4.47
H 1.88 4.21 -4.49
H 1.53 2.77 -5.44
H 2.95 2.78 -4.32
Co 0.38 -1.52 3.00
O -0.59 -1.00 1.55
C -0.84 -1.56 0.43
O 0.94 -3.20 2.03
C 0.79 -3.34 0.79
O 1.43 -4.25 0.10
N -0.04 -2.58 -0.03
C 1.11 -4.08 -1.34
C 0.21 -2.88 -1.44
H 0.60 -4.99 -1.67
H 2.05 -3.91 -1.86
H -0.72 -3.06 -1.96
H 0.72 -2.02 -1.89
C -2.04 -1.07 -0.08
C -2.73 -0.23 0.78
H -2.49 -1.62 -0.93
H -2.20 0.53 1.37
H -3.82 -0.17 0.80
N -0.12 0.26 3.88
C 0.13 0.34 5.35
C 0.30 -1.04 5.96
N 0.68 -2.05 4.90
H 0.34 1.04 3.39
H -1.11 0.39 3.65
H 1.03 0.94 5.51
H -0.72 0.86 5.83
H 1.09 -1.02 6.72
H -0.64 -1.37 6.41
H 1.65 -2.35 5.03
H 0.14 -2.91 5.04

The energy comes out at -2320.47665 Eh. The orbital gap (alpha / beta) is 3.415 / 5.115 eV. The total charge is +2. The calculation puts the HOMO energy (alpha / beta) at -0.41091 / -0.47660 Eh. As for the spin multiplicity: 4. The value obtained for the largest force on an atom is 0.100 Eh/bohr.